Entry 1:
A molecular structure, C10H21IInNO2P2. Source: OMol25; level of theory: wB97M-V/def2-TZVPD.

The geometry in ORCA input format:
```
! wB97M-V def2-TZVPD RIJCOSX def2/J DEFGRID3
* xyz 2 1
C 0.04 -0.63 -2.92
C 0.07 0.46 -1.90
H 0.05 -0.16 -3.91
H -0.85 -1.26 -2.80
H 0.89 -1.31 -2.80
O 0.10 1.63 -2.19
I 0.05 -0.61 3.03
In 0.13 -0.21 0.06
P 2.44 -0.25 0.25
C 3.22 1.30 0.80
C 3.03 -1.51 1.41
H 4.07 -1.77 1.15
H 4.34 -0.68 -1.19
H 2.39 -2.39 1.35
H 2.90 -1.60 -1.69
H 2.84 1.56 1.80
H 2.98 -1.11 2.42
C 3.25 -0.63 -1.32
H 4.31 1.17 0.84
H 3.01 0.14 -2.07
H 2.98 2.11 0.11
P -2.36 -0.12 0.25
C -3.06 1.49 0.79
C -3.17 -0.45 -1.32
H -2.41 -2.25 1.36
H -4.05 -1.54 1.17
H -2.92 -0.93 2.43
C -3.00 -1.33 1.42
H -2.87 -1.44 -1.68
H -4.26 -0.44 -1.18
H -4.12 1.42 0.85
H -2.74 2.28 0.11
H -2.89 0.30 -2.06
H -2.65 1.73 1.81
C 0.13 1.81 0.62
O 0.14 2.88 0.94
N -0.98 1.52 2.58
C -1.04 0.82 1.51
*
```

Results
frontier orbital gap (spin up / spin down)	4.3 / 4.4	eV
E_HOMO (spin up / spin down)	-14.14 / -14.12	eV
LUMO energy (spin up / spin down)	-9.84 / -9.74	eV
DFT total energy	-1768.41230	Eh

Entry 2:
A molecular structure, C10H21MoN3P. Source: OMol25; level of theory: wB97M-V/def2-TZVPD.

The geometry in ORCA input format:
```
! wB97M-V def2-TZVPD RIJCOSX def2/J DEFGRID3
* xyz 1 3
C -1.81 -1.44 -2.63
C -1.21 -1.78 -3.85
C -0.01 -1.29 -4.38
C 0.84 -0.29 -3.84
C 0.62 0.46 -2.68
Mo -0.41 -0.68 -1.51
P -2.36 -1.63 0.16
H -2.80 -1.84 -2.39
H -1.72 -2.50 -4.51
H 0.26 -1.66 -5.38
H 1.26 1.32 -2.48
H 1.70 -0.08 -4.48
H -2.04 -2.36 1.34
H -3.31 -2.55 -0.38
H -3.29 -0.68 0.69
C -1.01 2.70 1.79
N 0.09 1.77 2.04
C 0.87 2.02 3.24
C 0.33 0.76 1.17
N -0.41 0.71 0.06
N 1.25 -0.22 1.32
C 2.09 -0.47 2.48
C 1.43 -1.14 0.19
H -1.01 3.42 2.61
H -1.99 2.20 1.78
H -0.89 3.26 0.85
H 0.62 1.34 4.06
H 1.95 2.02 3.06
H 0.61 3.02 3.59
H -1.09 1.46 0.00
H 2.23 -1.55 2.60
H 3.08 0.00 2.36
H 1.63 -0.12 3.41
H 0.49 -1.74 0.01
H 1.77 -0.60 -0.71
H 2.21 -1.86 0.46
*
```

Results
⟨S²⟩	2.12
frontier orbital gap (spin up / spin down)	7.3 / 7.3	eV
E_HOMO (spin up / spin down)	-10.27 / -10.79	eV
LUMO energy (spin up / spin down)	-2.94 / -3.52	eV
DFT total energy	-967.03689	Eh

Entry 3:
A gas-phase ion, C10H21N3O (charge +2). Source: OMol25; level of theory: wB97M-V/def2-TZVPD.

The geometry in ORCA input format:
```
! wB97M-V def2-TZVPD RIJCOSX def2/J DEFGRID3
* xyz 2 1
C 2.52 -1.82 -0.12
N 1.45 -1.57 -1.10
C 1.47 -2.53 -2.27
C 0.71 -0.49 -1.00
C 1.02 0.03 0.18
N 1.06 1.02 1.04
C 2.21 1.81 1.30
O 0.05 0.93 2.09
C -0.98 1.94 2.08
C -2.25 1.26 1.29
N -1.74 0.20 0.38
C -2.66 -0.94 0.17
C -1.34 0.85 -0.91
C -0.42 0.00 -1.80
H 2.75 -2.86 -0.10
H 3.23 -1.04 -0.39
H 1.99 -1.47 0.85
H 1.48 -1.82 -3.14
H 2.37 -3.04 -2.23
H 0.65 -3.17 -2.34
H 2.66 2.05 0.35
H 1.92 2.73 1.80
H 2.87 1.30 1.99
H -0.58 3.01 1.80
H -1.30 2.00 3.09
H -2.71 0.65 2.12
H -2.97 2.02 0.92
H -0.82 -0.11 0.89
H -3.64 -0.51 0.04
H -2.27 -1.48 -0.69
H -2.78 -1.58 1.10
H -0.81 1.67 -0.61
H -2.15 1.00 -1.65
H -0.07 0.63 -2.70
H -0.92 -0.69 -2.45
*
```

Results
SMILES string	CN(C)C1=C=[N+](C)OCC[N@@H+](C)CC1
frontier orbital gap	8.2	eV
E_HOMO	-16.12	eV
LUMO energy	-7.88	eV
DFT total energy	-632.30429	Eh

Entry 4:
C10H21N3O4 in the gas phase. Source: OMol25; level of theory: wB97M-V/def2-TZVPD.

The geometry in ORCA input format:
```
! wB97M-V def2-TZVPD RIJCOSX def2/J DEFGRID3
* xyz 0 1
C 0.89 -1.38 -2.71
C 0.97 -2.37 -1.51
O 2.29 -2.35 -1.03
C -0.02 -1.91 -0.43
N 0.45 -2.72 0.70
C -1.39 -2.04 -0.42
O -2.12 -2.95 -0.88
N -1.93 -1.06 0.38
C -1.20 -0.42 1.51
C -0.89 1.03 1.13
C -0.07 1.39 -0.11
C 0.27 2.92 0.01
C 1.14 3.45 -1.12
N 2.07 4.47 -0.69
C -1.88 -0.47 2.84
O -2.11 0.29 3.83
O -2.02 -1.76 3.17
H 0.89 -0.30 -2.53
H 1.62 -1.92 -3.44
H -0.09 -1.53 -3.19
H 0.57 -3.44 -1.59
H 2.33 -2.66 -0.17
H 0.05 -0.80 -0.25
H -0.32 -2.87 1.33
H 0.64 -3.64 0.39
H -2.82 -1.46 0.66
H -0.26 -0.94 1.69
H -1.79 1.64 1.19
H -0.35 1.39 1.96
H 0.76 0.68 -0.06
H -0.48 1.30 -1.11
H 0.71 3.09 0.98
H -0.74 3.43 0.04
H 1.68 2.51 -1.60
H 0.52 3.86 -1.83
H 2.81 4.61 -1.38
H 2.28 4.43 0.28
H -2.49 -1.52 3.96
*
```

Results
SMILES string	C[C@@H](O)[C@H](N)C(=O)N[C@@H](CCCCN)C(=O)O
frontier orbital gap	9.5	eV
E_HOMO	-9.06	eV
LUMO energy	0.42	eV
DFT total energy	-858.75896	Eh

Entry 5:
2 unconnected molecules or ions with the total composition C10H21N3O5S2. Source: OMol25; level of theory: wB97M-V/def2-TZVPD.

The geometry in ORCA input format:
```
! wB97M-V def2-TZVPD RIJCOSX def2/J DEFGRID3
* xyz 0 1
C -2.35 0.74 2.23
C -2.42 0.56 0.57
N -2.51 -0.93 0.33
C -3.99 -1.22 0.21
C -4.41 -2.77 0.61
C -1.72 -1.38 -0.88
S -2.37 -2.32 -2.19
S 0.14 -0.98 -1.07
C 1.19 -2.41 -0.47
C 2.78 -1.98 -0.78
C 3.11 -0.42 -0.37
N 3.22 0.53 -1.56
C 2.37 1.78 -1.42
C 2.88 2.99 -2.45
O 3.84 2.82 -3.37
O 2.22 4.32 -2.41
H -3.18 0.02 2.71
H -2.66 1.83 2.57
H -1.33 0.42 2.69
H -3.35 1.14 0.13
H -1.46 1.08 0.15
H -4.47 -0.87 -0.83
H -4.52 -0.53 1.02
H -5.59 -2.83 0.47
H -3.95 -3.59 -0.10
H -4.21 -2.95 1.75
H 1.01 -3.43 -1.05
H 1.14 -2.56 0.71
H 3.55 -2.71 -0.30
H 2.95 -2.05 -1.96
H 4.20 -0.42 0.13
H 2.39 -0.02 0.48
H 3.02 0.08 -2.48
H 4.22 0.87 -1.62
H 1.23 1.62 -1.69
H 2.39 2.26 -0.35
H 1.82 4.46 -1.48
N 1.20 2.21 3.02
O 1.96 1.24 2.92
O 0.60 2.42 4.09
O 1.03 2.98 2.05
*
```

Results
frontier orbital gap	6.4	eV
E_HOMO	-7.46	eV
LUMO energy	-1.07	eV
DFT total energy	-1730.06292	Eh

Entry 6:
A molecular structure, C10H21N3PRu. Source: OMol25; level of theory: wB97M-V/def2-TZVPD.

The geometry in ORCA input format:
```
! wB97M-V def2-TZVPD RIJCOSX def2/J DEFGRID3
* xyz 0 6
C 0.64 0.48 -1.38
C 1.84 1.08 -2.01
C 2.80 0.04 -2.29
C 2.29 -1.10 -1.57
C 0.95 -0.86 -1.12
Ru -0.78 0.22 0.74
P -2.84 -0.03 -0.14
H -0.39 0.93 -1.44
H 1.93 2.17 -2.17
H 3.73 0.07 -2.91
H 0.20 -1.56 -0.60
H 2.82 -2.01 -1.38
H -3.22 -1.31 -0.66
H -3.56 0.83 -1.05
H -3.72 0.04 0.97
C 1.40 -2.02 4.24
N 0.54 -0.86 4.46
C 0.29 -0.45 5.82
C 0.04 -0.18 3.40
N 0.39 -0.54 2.17
N -0.81 0.87 3.53
C -1.79 1.05 4.58
C -0.95 1.73 2.33
H 1.45 -2.51 5.21
H 2.43 -1.75 3.94
H 0.96 -2.70 3.51
H 0.50 0.63 5.99
H -0.75 -0.70 6.10
H 0.98 -1.05 6.43
H 1.05 -1.30 2.03
H -1.33 1.61 5.41
H -2.63 1.63 4.18
H -2.19 0.09 4.95
H -0.14 1.48 1.59
H -1.97 1.75 1.93
H -0.73 2.80 2.60
*
```

Results
⟨S²⟩	8.78
frontier orbital gap (spin up / spin down)	2.7 / 6.0	eV
E_HOMO (spin up / spin down)	-2.07 / -7.44	eV
LUMO energy (spin up / spin down)	0.63 / -1.45	eV
DFT total energy	-993.74687	Eh

Entry 7:
2 unconnected molecules or ions with the total composition C10H21N4O5. Source: OMol25; level of theory: wB97M-V/def2-TZVPD.

The geometry in ORCA input format:
```
! wB97M-V def2-TZVPD RIJCOSX def2/J DEFGRID3
* xyz 1 1
N 0.44 -2.76 -4.46
C -0.60 -2.85 -3.41
C -0.77 -1.47 -2.65
O -2.06 -1.45 -2.03
C 0.40 -1.41 -1.60
C 0.65 -0.01 -1.02
N 0.08 1.14 -1.23
C 0.73 2.23 -0.46
O 0.79 3.40 -1.28
N 0.72 4.55 -0.50
O 1.74 5.11 -0.50
C 2.22 1.66 -0.50
C 1.85 0.22 0.04
O 2.77 -0.83 -0.11
H 0.10 -2.25 -5.27
H 0.70 -3.71 -4.71
H -1.58 -3.18 -3.84
H -0.30 -3.64 -2.67
H -0.66 -0.62 -3.37
H -2.23 -2.34 -1.71
H 1.33 -1.68 -2.17
H 0.31 -2.19 -0.80
H -0.72 1.25 -1.86
H 0.38 2.37 0.60
H 3.01 2.24 0.02
H 2.49 1.43 -1.56
H 1.45 0.39 1.08
H 2.44 -1.55 0.45
C -0.07 -0.28 4.25
C -0.82 -0.04 2.97
O -0.47 -0.54 1.90
N -1.92 0.75 3.02
C -2.48 1.42 4.18
H 0.78 -0.93 4.05
H 0.31 0.67 4.64
H -0.71 -0.77 4.98
H -2.38 0.86 2.13
H -3.51 1.07 4.32
H -2.50 2.49 3.99
H -1.91 1.23 5.08
*
```

Results
frontier orbital gap	8.9	eV
E_HOMO	-12.48	eV
LUMO energy	-3.59	eV
DFT total energy	-988.49357	Eh

Entry 8:
A gas-phase ion, C10H21N6O2 (charge +1). Source: OMol25; level of theory: wB97M-V/def2-TZVPD.

The geometry in ORCA input format:
```
! wB97M-V def2-TZVPD RIJCOSX def2/J DEFGRID3
* xyz 1 1
H -5.37 -0.55 1.69
N -4.75 -0.99 1.01
C -4.30 -0.12 0.23
N -4.62 1.27 0.35
N -3.46 -0.52 -0.85
C -2.08 -0.04 -0.76
C -1.17 -1.13 -0.15
C -0.25 -1.78 -1.19
C 0.84 -2.65 -0.56
N 1.58 -2.00 0.51
N 1.44 -2.44 1.80
C 2.23 -1.69 2.50
N 2.88 -0.79 1.70
C 2.44 -1.01 0.45
O 2.83 -0.39 -0.63
C 2.09 0.85 -0.93
C 2.64 2.08 -0.22
C 1.51 3.02 0.22
O 3.57 2.76 -1.05
H -4.12 1.82 -0.34
H -4.33 1.61 1.25
H -3.88 -0.17 -1.71
H -1.72 0.23 -1.75
H -2.00 0.86 -0.15
H -1.81 -1.91 0.27
H -0.62 -0.70 0.68
H 0.18 -1.06 -1.88
H -0.86 -2.47 -1.78
H 1.53 -3.03 -1.31
H 0.37 -3.52 -0.10
H 2.38 -1.76 3.56
H 3.58 -0.12 1.98
H 2.14 0.98 -2.01
H 1.05 0.68 -0.65
H 3.24 1.81 0.65
H 1.28 3.72 -0.58
H 0.61 2.47 0.50
H 1.82 3.61 1.07
H 3.10 3.08 -1.83
*
```

Results
SMILES string	[H]/N=C(\N)NCCCC[n+]1nc[nH]c1OC[C@H](C)O
frontier orbital gap	9.3	eV
E_HOMO	-12.07	eV
LUMO energy	-2.79	eV
DFT total energy	-872.38538	Eh

What did the fourth record say?
C10H21N3O4 in the gas phase. Source: OMol25; level of theory: wB97M-V/def2-TZVPD.

The geometry in ORCA input format:
```
! wB97M-V def2-TZVPD RIJCOSX def2/J DEFGRID3
* xyz 0 1
C 0.89 -1.38 -2.71
C 0.97 -2.37 -1.51
O 2.29 -2.35 -1.03
C -0.02 -1.91 -0.43
N 0.45 -2.72 0.70
C -1.39 -2.04 -0.42
O -2.12 -2.95 -0.88
N -1.93 -1.06 0.38
C -1.20 -0.42 1.51
C -0.89 1.03 1.13
C -0.07 1.39 -0.11
C 0.27 2.92 0.01
C 1.14 3.45 -1.12
N 2.07 4.47 -0.69
C -1.88 -0.47 2.84
O -2.11 0.29 3.83
O -2.02 -1.76 3.17
H 0.89 -0.30 -2.53
H 1.62 -1.92 -3.44
H -0.09 -1.53 -3.19
H 0.57 -3.44 -1.59
H 2.33 -2.66 -0.17
H 0.05 -0.80 -0.25
H -0.32 -2.87 1.33
H 0.64 -3.64 0.39
H -2.82 -1.46 0.66
H -0.26 -0.94 1.69
H -1.79 1.64 1.19
H -0.35 1.39 1.96
H 0.76 0.68 -0.06
H -0.48 1.30 -1.11
H 0.71 3.09 0.98
H -0.74 3.43 0.04
H 1.68 2.51 -1.60
H 0.52 3.86 -1.83
H 2.81 4.61 -1.38
H 2.28 4.43 0.28
H -2.49 -1.52 3.96
*
```

Results
SMILES string	C[C@@H](O)[C@H](N)C(=O)N[C@@H](CCCCN)C(=O)O
frontier orbital gap	9.5	eV
E_HOMO	-9.06	eV
LUMO energy	0.42	eV
DFT total energy	-858.75896	Eh